Model i:
C5H15N3 in the gas phase. Source: OMol25; level of theory: the ωB97M-V functional and the def2-TZVPD basis.

Properties
structure (SMILES) = C[C@H](CCN)NCN
molar mass = 117.20 g mol⁻¹
Kohn-Sham gap = 9.668 eV
HOMO energy = -8.7 eV

ORCA input file:
```
! RIJCOSX wB97M-V def2-TZVPD def2/J DEFGRID3
* xyz 0 1
C 0.90006 -1.67870 0.64588
C 0.09596 -0.81526 -0.38038
C 1.04010 -0.14888 -1.40186
C 1.92373 1.07193 -1.02324
N 1.27775 2.23430 -0.37721
N -0.82087 0.12772 0.21744
C -1.99195 -0.45657 0.81667
N -2.99422 0.54195 1.06352
H 0.51468 -1.62183 1.66110
H 0.78555 -2.71840 0.33710
H 1.91445 -1.42120 0.56706
H -0.52665 -1.45087 -1.00583
H 0.42616 0.09840 -2.23378
H 1.78828 -0.87350 -1.70376
H 2.25326 1.43431 -1.99804
H 2.71750 0.77924 -0.33839
H 0.49418 2.57634 -0.95050
H 0.85245 1.94502 0.48901
H -0.33964 0.67083 0.90154
H -1.76863 -1.07494 1.70107
H -2.38032 -1.17750 0.12199
H -3.47198 0.45243 1.95330
H -2.68984 1.50520 0.93731
*
```

Model ii:
C5H15N3 in the gas phase. Source: OMol25; level of theory: the ωB97M-V functional and the def2-TZVPD basis.

Properties
structure (SMILES) = CN(CCN)CCN
molar mass = 117.20 g mol⁻¹
Kohn-Sham gap = 9.041 eV
HOMO energy = -8.0 eV

ORCA input file:
```
! RIJCOSX wB97M-V def2-TZVPD def2/J DEFGRID3
* xyz 0 1
C 0.86812 -0.14753 2.02194
N 0.57985 0.54509 0.77700
C 0.73716 -0.20255 -0.49143
C 0.95346 -1.75233 -0.42659
N 1.54492 -2.23320 -1.66619
C -0.66045 1.34914 0.87009
C -1.81295 0.91502 -0.03116
N -1.80880 1.50467 -1.40735
H 1.17851 0.63855 2.71638
H 1.70178 -0.81522 1.91539
H -0.01569 -0.62192 2.47490
H -0.09763 -0.09610 -1.18842
H 1.63814 0.22701 -0.94202
H 1.64559 -2.01594 0.35513
H -0.04736 -2.10888 -0.26945
H 2.15666 -1.56285 -2.10979
H 0.87207 -2.47998 -2.39354
H -0.32500 2.38033 0.73168
H -1.07236 1.32372 1.86464
H -1.81953 -0.17549 -0.11489
H -2.73377 1.27564 0.40581
H -0.91626 1.87298 -1.69405
H -2.56643 2.17985 -1.39809
*
```

It is model i that is the most stable of them.

Model i:
2 unconnected molecules or ions with the total composition C5H15N3. Source: OMol25; level of theory: the ωB97M-V functional and the def2-TZVPD basis.

Properties
molar mass = 117.20 g mol⁻¹
Kohn-Sham gap (spin up / spin down) = 6.975 / 7.322 eV
HOMO energy (spin up / spin down) = -6.2 / -6.5 eV

ORCA input file:
```
! RIJCOSX wB97M-V def2-TZVPD def2/J DEFGRID3
* xyz 0 1
C -2.15758 0.86082 -0.91092
C -1.52409 -1.37587 -0.14191
C -1.30397 0.51398 1.41668
C 2.63658 0.51199 0.67735
C -1.35530 0.03574 0.01083
N 2.48505 -1.30646 -0.86338
N 0.72968 0.43379 -0.83638
N 1.89265 -0.07690 -0.37240
H -3.10329 1.02357 -0.53967
H -1.78407 1.93722 -1.03903
H -2.06441 0.46278 -1.87606
H -1.01917 -1.87309 0.68634
H -1.23624 -1.64304 -1.09762
H -2.60998 -1.78666 -0.01934
H -2.31721 0.18554 1.85966
H -0.62257 0.05940 2.14120
H -1.13315 1.56634 1.25880
H 1.93446 1.20746 1.21618
H 2.93559 -0.27586 1.35416
H 3.50443 0.89689 0.22451
H 1.82185 -1.75322 -1.41798
H 2.68645 -1.91428 0.00121
H 0.39644 0.07885 -1.76430
*
```

Model ii:
C5H15N3 in the gas phase. Source: OMol25; level of theory: the ωB97M-V functional and the def2-TZVPD basis.

Properties
structure (SMILES) = CC(C)CN(C)NN
molar mass = 117.20 g mol⁻¹
Kohn-Sham gap = 9.560 eV
HOMO energy = -8.6 eV

ORCA input file:
```
! RIJCOSX wB97M-V def2-TZVPD def2/J DEFGRID3
* xyz 0 1
C -0.08165 -1.74073 -0.84503
C -1.07985 -0.63674 -0.50447
C -2.43228 -1.24970 -0.14244
C -0.60391 0.23608 0.67070
N 0.62182 1.00321 0.51270
C 0.67605 1.85167 -0.66230
N 1.79492 0.19930 0.71478
N 2.65915 0.89572 1.58902
H -0.50684 -2.41918 -1.58403
H 0.16589 -2.31445 0.04587
H 0.83480 -1.33544 -1.26726
H -1.21993 -0.00158 -1.38630
H -2.81270 -1.84890 -0.96750
H -3.16386 -0.47381 0.07649
H -2.33469 -1.89318 0.73014
H -1.39289 0.95866 0.90725
H -0.44467 -0.39641 1.54613
H 0.78385 1.28551 -1.59947
H 1.53525 2.52173 -0.57367
H -0.23101 2.45210 -0.71812
H 2.30183 0.01957 -0.15417
H 1.98719 1.07695 2.38893
H 2.94352 1.80960 1.22276
*
```

It is model ii that is the most stable of them.

Model i:
3 unconnected molecules or ions with the total composition C5H15N3. Source: OMol25; level of theory: the ωB97M-V functional and the def2-TZVPD basis.

Properties
molar mass = 117.20 g mol⁻¹
Kohn-Sham gap = 5.916 eV
HOMO energy = -6.3 eV

ORCA input file:
```
! RIJCOSX wB97M-V def2-TZVPD def2/J DEFGRID3
* xyz 0 1
C 1.28444 0.61505 -0.05712
N 2.53318 0.03886 -0.32977
N 0.84224 0.74154 1.23256
C 0.92445 1.69077 -1.00951
C 0.20537 2.76415 -0.70365
H 0.30712 -0.46533 -0.52114
H -0.30728 0.24169 1.29293
H 2.91346 -0.57622 0.37297
H 3.20253 0.57536 -0.86054
H 1.44455 0.27467 1.90253
H 1.24154 1.51006 -2.03130
H -0.11175 2.94468 0.31305
H -0.12597 3.45819 -1.46301
C -2.35604 -1.38467 1.17247
C -0.15867 -1.60153 -0.90895
N -1.54833 -0.27890 0.72861
H -2.07346 0.28198 0.06113
H -3.31097 -1.06181 1.61316
H -1.81720 -1.95062 1.93365
H -2.62166 -2.07640 0.35502
H 0.70045 -1.70395 -1.57602
H -0.05942 -2.31667 -0.10209
H -1.10859 -1.72089 -1.41500
*
```

Model ii:
A molecular structure, C5H15N3. Source: OMol25; level of theory: the ωB97M-V functional and the def2-TZVPD basis.

Properties
molar mass = 117.20 g mol⁻¹
Kohn-Sham gap = 9.754 eV
HOMO energy = -8.7 eV

ORCA input file:
```
! RIJCOSX wB97M-V def2-TZVPD def2/J DEFGRID3
* xyz 0 1
N -0.93579 3.07854 -1.31566
C -1.82937 1.92066 -1.13462
C -0.98347 0.65877 -1.09915
N -0.21837 0.72882 0.13508
C 1.21802 -1.65996 -0.82272
C 0.42393 -1.04753 0.31605
C 1.05907 -1.08972 1.69445
N 1.23998 -2.46909 2.15116
H -0.23827 3.02257 -0.57666
H -1.42300 3.94797 -1.11726
H -2.38860 1.98744 -0.19278
H -2.55477 1.88570 -1.94794
H -1.65335 -0.21314 -1.17162
H -0.38518 0.63295 -2.02157
H 0.70596 0.21652 0.04823
H 0.67007 -1.57236 -1.76089
H 1.42026 -2.70537 -0.60453
H 2.16522 -1.12802 -0.94866
H -0.58724 -1.44084 0.33151
H 2.05352 -0.63245 1.65947
H 0.41164 -0.49631 2.34173
H 1.57811 -2.50274 3.10750
H 0.36214 -2.96853 2.08912
*
```

It is model ii that is the most stable of them.

Model i:
C5H15N3 in the gas phase. Source: OMol25; level of theory: the ωB97M-V functional and the def2-TZVPD basis.

Properties
structure (SMILES) = CC[C@@H](N)CNCN
molar mass = 117.20 g mol⁻¹
Kohn-Sham gap = 9.701 eV
HOMO energy = -8.7 eV

ORCA input file:
```
! RIJCOSX wB97M-V def2-TZVPD def2/J DEFGRID3
* xyz 0 1
C 2.77091 0.97758 -0.16673
C 1.26934 0.47741 -0.26473
C 0.52978 0.30446 1.10446
N 0.65686 1.57331 1.93917
C -0.82498 -0.09428 0.68699
N -0.83727 -1.42615 0.11361
C -1.72781 -1.60141 -1.09225
N -1.93210 -0.50658 -2.10254
H 3.35274 0.31293 0.44471
H 3.26791 1.14174 -1.11983
H 2.81285 2.03920 0.10165
H 0.72936 1.24517 -0.87402
H 1.28239 -0.64806 -0.60837
H 1.26573 -0.42758 1.75441
H 1.56722 1.86541 1.74528
H -0.03029 2.25453 1.63504
H -1.28311 0.63840 0.02699
H -1.28910 0.02426 1.60071
H -1.25493 -2.00510 0.84803
H -1.23564 -2.55510 -1.52178
H -2.77573 -1.84726 -0.87483
H -1.19595 -0.20763 -2.64730
H -2.52946 0.30238 -1.76881
*
```

Model ii:
3 unconnected molecules or ions with the total composition C5H15N3. Source: OMol25; level of theory: the ωB97M-V functional and the def2-TZVPD basis.

Properties
molar mass = 117.20 g mol⁻¹
Kohn-Sham gap (spin up / spin down) = 6.734 / 7.141 eV
HOMO energy (spin up / spin down) = -6.0 / -6.4 eV

ORCA input file:
```
! RIJCOSX wB97M-V def2-TZVPD def2/J DEFGRID3
* xyz 0 1
C -0.09507 -0.10722 -0.44386
C 0.52291 0.83140 0.38065
C -0.44057 0.24141 -1.86399
C -0.20288 -1.54159 -0.02242
C 2.33511 0.05701 -0.80100
N -1.83337 0.94545 0.54108
N -2.42082 0.28660 1.62086
N 0.78976 0.63062 1.70131
H -2.46094 0.79360 -0.24775
H 0.55594 1.86052 0.05354
H -2.55337 -0.72285 1.50048
H -1.85696 0.44684 2.44776
H 1.13285 1.40961 2.23718
H 0.96095 -0.30974 2.01896
H 0.20335 -0.29162 -2.56510
H -0.33651 1.30993 -2.04949
H -1.47112 -0.05042 -2.08061
H -1.00568 -1.68237 0.70980
H -0.41077 -2.19074 -0.87172
H 0.70397 -1.92946 0.44700
H 2.90996 -0.25435 0.06772
H 2.29312 -0.72746 -1.55160
H 2.68015 0.99482 -1.22877
*
```

It is model i that is the most stable of them.

Model i:
H2N2O3S in the gas phase. Source: OMol25; level of theory: the ωB97M-V functional and the def2-TZVPD basis.

Properties
structure (SMILES) = NON=S(=O)=O
molar mass = 110.09 g mol⁻¹
Kohn-Sham gap (spin up / spin down) = 7.650 / 7.717 eV
HOMO energy (spin up / spin down) = -9.6 / -9.8 eV

ORCA input file:
```
! RIJCOSX wB97M-V def2-TZVPD def2/J DEFGRID3
* xyz 0 1
N 0.06559 0.34124 0.27065
O -0.74949 1.35189 -0.36343
N -1.87362 1.59995 0.05117
S -3.10623 -0.01775 -0.30487
O -3.96163 -0.24363 0.80912
O -1.99260 -0.91956 -0.43379
H 1.00907 0.27056 -0.28797
H -0.62361 -0.43785 0.27836
*
```

Model ii:
H2N2O3S in the gas phase. Source: OMol25; level of theory: the ωB97M-V functional and the def2-TZVPD basis.

Properties
molar mass = 110.09 g mol⁻¹
Kohn-Sham gap = 9.942 eV
HOMO energy = -10.5 eV

ORCA input file:
```
! RIJCOSX wB97M-V def2-TZVPD def2/J DEFGRID3
* xyz 0 1
N 2.14120 0.35391 -0.22327
N -1.60565 0.03316 0.02306
O -0.55808 0.55469 -0.54175
O -2.68274 0.40038 -0.33782
O -1.40604 -0.89991 0.79899
S 0.98906 -0.52442 0.05565
H 2.53483 0.33378 -1.26203
H 0.58743 -0.25159 1.48718
*
```

It is model i that is the most stable of them.